[1]
C28H60IN7O9P | ωB97M-V/def2-TZVPD

Last column: Mulliken charge in e.
CARTESIAN COORDINATES (ANGSTROEM)
I (5.95, -5.59, -3.80)  -0.099
P (2.15, -3.31, -0.09)  1.140
O (-6.44, 1.09, -2.24)  -0.704
O (-1.25, 4.76, 6.38)  -0.568
O (0.45, -4.45, -3.24)  -0.606
O (1.63, -4.94, -0.38)  -0.150
O (-5.18, 3.74, 2.27)  -0.688
O (4.08, -1.50, -4.00)  -0.562
O (0.40, -3.01, 0.65)  -0.641
O (0.10, 0.59, 4.55)  -0.635
O (-3.89, 0.42, -6.38)  -0.656
N (5.99, -0.73, -4.90)  -0.160
N (0.46, 6.07, 5.76)  -0.122
N (2.11, -0.36, 4.83)  -0.167
N (-5.62, 0.67, -7.78)  -0.155
N (-0.84, -0.93, 0.53)  -0.615
N (-4.53, 0.63, -1.14)  -0.098
N (-3.08, 3.26, 2.94)  0.026
C (3.54, -0.39, 5.03)  -0.896
C (5.71, -5.06, -1.75)  -1.068
C (6.98, -0.55, -5.94)  -0.869
C (-4.40, 3.42, 3.16)  0.767
C (-0.40, -6.02, 0.40)  -1.125
C (3.10, -0.45, 0.58)  -0.274
C (1.94, 2.09, 4.83)  -0.964
C (4.82, -1.43, -4.97)  0.780
C (-0.25, -1.92, 0.59)  0.549
C (0.19, -3.42, -2.26)  -0.307
C (-5.51, 2.85, -0.91)  -1.209
C (-5.54, 1.45, -1.49)  0.857
C (4.49, -2.11, -6.28)  -1.312
C (-0.12, 5.90, 8.14)  -1.395
C (1.30, 0.72, 4.73)  0.849
C (-5.96, 1.10, -5.38)  -1.030
C (-4.91, 3.13, 4.56)  -1.347
C (3.94, -3.60, -0.66)  -1.477
C (2.66, -1.55, 0.34)  -0.799
C (-6.98, 0.97, -8.15)  -0.785
C (4.24, -4.95, -1.30)  0.124
C (-5.06, 0.70, -6.53)  0.732
C (-3.39, 0.92, -0.28)  -0.515
C (1.50, -2.80, -1.78)  -0.779
C (1.07, -5.72, 0.64)  -0.338
C (-0.37, 5.52, 6.70)  0.829
C (-2.06, 2.84, 3.90)  -0.584
C (1.56, 6.99, 5.96)  -0.911
H (0.06, -5.27, -2.91)  0.316
H (3.54, -2.62, -6.15)  0.252
H (-5.59, 2.85, 0.18)  0.294
H (6.26, -5.82, -1.18)  0.518
H (6.16, -0.32, -4.00)  0.233
H (-1.30, 3.61, 3.98)  -0.025
H (-2.49, 2.70, 4.87)  0.211
H (-0.54, -6.48, -0.58)  0.225
H (-0.76, -6.73, 1.16)  0.436
H (-5.98, 3.28, 4.57)  0.325
H (6.23, -4.11, -1.64)  0.450
H (-6.34, 2.11, -5.54)  0.338
H (-4.97, 0.39, -8.50)  0.227
H (4.27, -2.79, -1.32)  0.344
H (4.55, -3.51, 0.26)  0.483
H (0.88, 5.61, 8.46)  0.352
H (2.27, -3.12, -2.50)  0.315
H (3.39, 0.59, 0.53)  0.457
H (3.80, -0.93, 5.94)  0.316
H (-0.85, 5.38, 8.75)  0.309
H (0.24, 5.79, 4.82)  0.216
H (5.25, -2.84, -6.54)  0.362
H (-2.46, 0.79, -0.82)  0.312
H (3.58, -5.11, -2.16)  0.350
H (-1.59, 1.92, 3.57)  0.380
H (1.63, -1.23, 4.72)  0.228
H (-0.23, 6.98, 8.29)  0.378
H (2.50, 6.56, 5.60)  0.280
H (-4.59, -0.29, -1.55)  0.241
H (4.05, -5.76, -0.58)  0.011
H (7.12, 0.51, -6.17)  0.290
H (-4.59, 3.35, -1.19)  0.318
H (2.47, -3.68, 1.24)  -0.130
H (1.68, 7.21, 7.02)  0.342
H (-1.00, -5.12, 0.48)  0.174
H (-6.80, 0.42, -5.29)  0.379
H (2.42, 2.23, 5.80)  0.385
H (-3.47, 1.95, 0.07)  -0.043
H (2.68, 2.24, 4.05)  0.371
H (-3.36, 0.26, 0.58)  0.275
H (-0.37, -3.85, -1.42)  0.051
H (1.39, 7.93, 5.43)  0.294
H (-4.69, 2.10, 4.85)  0.376
H (3.93, 0.62, 5.12)  0.304
H (1.15, 2.83, 4.73)  -0.067
H (7.95, -0.96, -5.64)  0.277
H (6.67, -1.06, -6.84)  0.314
H (-0.44, -2.66, -2.73)  0.311
H (1.19, -5.23, 1.63)  0.382
H (-5.39, 1.08, -4.46)  0.077
H (4.40, -1.38, -7.09)  0.389
H (-7.03, 1.80, -8.86)  0.265
H (4.04, -0.88, 4.19)  0.281
H (-2.80, 3.43, 1.99)  0.188
H (1.46, -1.71, -1.85)  0.462
H (-7.47, 0.11, -8.61)  0.266
H (-6.35, 3.41, -1.31)  0.298
H (-7.55, 1.25, -7.27)  0.310
H (1.63, -6.67, 0.70)  0.350
H (-4.44, 3.79, 5.29)  0.335

Results
Calculated total energy in Eh: -2802.42582
LUMO in eV: 1.82
Total charge: -1
Kohn-Sham gap in eV: 7.36

[2]
C28H61ClP2ReSi3 | ωB97M-V/def2-TZVPD

Last column: Mulliken spin population.
CARTESIAN COORDINATES (ANGSTROEM)
Re (-0.07, -0.56, -0.36)  1.431
Cl (2.50, 2.99, -1.18)  0.016
P (2.31, -1.57, -0.68)  0.236
P (-1.72, 2.59, -0.45)  0.037
Si (-3.68, 0.20, 0.12)  -0.013
Si (0.55, -0.04, 3.13)  0.058
Si (0.51, -4.04, -0.17)  0.029
C (-1.70, -0.90, -1.78)  0.006
C (-0.34, 0.33, 1.49)  0.597
C (1.52, 1.55, 3.47)  0.009
C (4.83, -1.76, 0.66)  0.000
C (3.87, -0.80, -0.04)  -0.083
C (-2.26, -0.90, -0.45)  0.057
C (-0.74, -1.94, -1.88)  0.171
C (0.57, 0.77, -1.83)  0.110
C (-2.34, 4.82, 1.27)  0.002
C (0.07, 4.10, 1.02)  0.027
C (-4.47, -0.48, 1.68)  0.004
C (2.92, -0.85, -3.39)  0.010
C (-2.51, 3.05, -2.10)  0.015
C (3.55, 0.41, 0.83)  0.108
C (2.75, -2.06, -2.45)  -0.001
C (0.70, -5.26, -1.58)  0.005
C (-1.62, -1.99, 0.24)  0.000
C (-0.71, -0.27, 4.51)  0.003
C (-3.11, 1.97, 0.55)  -0.022
C (-3.56, 4.15, -1.98)  -0.001
C (-4.98, 0.33, -1.20)  0.007
C (-0.66, -2.62, -0.61)  0.195
C (4.00, -2.94, -2.54)  0.002
C (-0.06, -4.94, 1.36)  0.003
C (-1.28, 4.24, 0.33)  0.011
C (1.59, -1.60, 3.19)  0.063
C (2.19, -3.21, 0.13)  0.008
C (-1.42, 3.42, -3.12)  -0.001
H (3.33, -1.20, -4.34)  0.001
H (-1.39, -1.11, 4.30)  0.000
H (3.61, -0.10, -2.97)  -0.001
H (-2.81, 1.99, 1.61)  -0.005
H (1.87, -2.64, -2.78)  0.002
H (-3.00, 2.11, -2.42)  0.009
H (-0.77, 2.57, -3.36)  -0.001
H (-1.90, 3.75, -4.04)  0.001
H (4.35, -0.41, -0.96)  -0.003
H (2.97, -3.91, -0.23)  0.001
H (5.76, -1.21, 0.88)  0.001
H (-3.94, 4.36, -2.99)  0.001
H (1.97, -0.35, -3.60)  0.000
H (0.30, 0.54, -2.86)  -0.006
H (1.93, 2.00, 2.56)  -0.002
H (-4.43, 3.87, -1.37)  0.000
H (0.82, 3.70, 0.32)  -0.006
H (2.34, 1.36, 4.17)  0.001
H (-1.15, 4.92, -0.54)  0.001
H (3.92, -3.89, -1.98)  0.000
H (-3.31, 4.97, 0.79)  0.000
H (-0.20, -0.50, 5.46)  0.000
H (0.85, 2.29, 3.94)  0.002
H (-2.47, 4.19, 2.16)  0.000
H (1.02, -2.46, 2.80)  -0.025
H (0.02, 3.44, 1.90)  -0.010
H (-1.32, 0.63, 4.68)  -0.001
H (-5.39, -0.68, -1.36)  -0.001
H (2.33, -3.13, 1.22)  -0.017
H (-5.25, 0.21, 2.02)  0.001
H (0.92, -4.77, -2.54)  -0.001
H (0.72, -5.64, 1.68)  0.001
H (-3.14, 5.08, -1.58)  0.000
H (4.49, 0.87, 1.18)  -0.002
H (0.43, 5.08, 1.35)  0.001
H (-0.23, -5.83, -1.69)  0.000
H (1.65, 0.95, -1.81)  0.118
H (-0.30, -4.26, 2.19)  -0.006
H (-2.01, -0.22, -2.56)  -0.002
H (-4.95, -1.44, 1.45)  -0.001
H (4.90, -2.40, -2.20)  0.000
H (-1.41, 0.27, 1.78)  0.025
H (-5.80, 0.98, -0.86)  0.001
H (4.15, -3.21, -3.60)  0.000
H (3.02, 1.17, 0.24)  -0.020
H (-1.84, -2.32, 1.25)  0.011
H (-0.18, -2.23, -2.76)  0.014
H (-0.78, 4.23, -2.74)  0.000
H (4.43, -2.12, 1.62)  0.000
H (2.95, 0.15, 1.71)  -0.019
H (-0.96, -5.52, 1.13)  0.000
H (2.55, -1.54, 2.66)  -0.005
H (-3.76, -0.64, 2.50)  -0.001
H (5.10, -2.63, 0.05)  0.000
H (0.18, 1.77, -1.60)  -0.018
H (-0.15, 1.39, 1.21)  -0.139
H (1.82, -1.83, 4.25)  -0.002
H (-4.60, 0.70, -2.16)  0.001
H (1.51, -5.96, -1.34)  0.001
H (-1.98, 5.81, 1.61)  0.000
H (-3.98, 2.64, 0.45)  0.004

Results
Calculated total energy in Eh: -3193.11726
⟨S²⟩: 3.77
LUMO (alpha / beta) in eV: 0.15 / -1.35
Multiplicity: 4
Kohn-Sham gap (alpha / beta) in eV: 6.90 / 5.55
Energy above the lowest of the compared OMol25 structures with the same formula, charge and spin in eV: 0.000